Molecular formula: C5H7ClN2
Method: DFT, ωB97M-V with the def2-TZVPD basis set

Properties
energy relative to the best compared isomer or geometry (same formula, charge and spin): 178.63 kJ/mol
LUMO energy: 0.816 eV
SMILES: N[C@@H]1C(Cl)=C[C@@H]2N[C@@H]21
orbital gap: 0.35634 hartree
largest force on an atom: 1.45 eV/Å
HOMO: -8.881 eV

```
15
Properties=species:S:1:pos:R:3:lowdin_charge:R:1
N 1.29 -1.06 0.86 0.0394
C -0.06 -0.56 0.73 -0.3671
C -0.65 -0.94 -0.63 -0.6381
Cl -1.07 -2.60 -0.99 0.6411
C -1.03 0.12 -1.34 -0.0533
C -0.57 1.41 -0.70 -0.2069
N 0.86 1.52 -0.39 0.0416
C 0.01 0.99 0.65 -0.2352
H 1.40 -2.06 0.66 0.0754
H 1.66 -0.84 1.77 0.0802
H -0.70 -0.77 1.59 0.1401
H -1.60 0.03 -2.27 0.1121
H -1.00 2.41 -0.86 0.1318
H 1.51 0.78 -0.69 0.1012
H -0.07 1.56 1.59 0.1377
```


Molecular formula: C5H10O2
Method: DFT, ωB97M-V with the def2-TZVPD basis set

Properties
energy relative to the best compared isomer or geometry (same formula, charge and spin): 329.93 kJ/mol
LUMO energy: 0.962 eV
SMILES: C=CCO.CC=O
orbital gap: 0.36044 hartree
largest force on an atom: 2.15 eV/Å
HOMO: -8.846 eV

```
17
Properties=species:S:1:pos:R:3:lowdin_charge:R:1
C 1.37 -1.05 -1.58 -0.0045
C 0.76 0.11 -1.38 -0.2318
C -0.71 0.25 -1.16 -0.2969
O -1.44 -0.78 -0.57 -0.0598
H 0.88 -2.02 -1.46 0.0756
H 2.40 -1.05 -1.88 0.0546
H 1.20 1.05 -1.70 0.1141
H -0.68 0.17 -2.27 0.1280
H -1.14 1.23 -0.91 0.1265
H -0.88 -1.32 0.00 0.0604
C -0.78 0.75 2.12 -0.0423
C 0.42 0.16 1.43 -0.3296
O 0.57 -1.02 1.26 0.0191
H -0.53 0.75 3.19 0.0903
H -1.67 0.12 1.96 0.0870
H -0.98 1.78 1.82 0.0809
H 1.22 0.88 1.14 0.1284
```


Molecular formula: C2H10N2O3
Method: DFT, ωB97M-V with the def2-TZVPD basis set

Properties
energy relative to the best compared isomer or geometry (same formula, charge and spin): 682.40 kJ/mol
LUMO energy: 0.797 eV
SMILES: CN(O)O.CON
orbital gap: 0.38411 hartree
largest force on an atom: 3.14 eV/Å
HOMO: -9.655 eV

```
17
Properties=species:S:1:pos:R:3:lowdin_charge:R:1
C 1.16 1.05 -1.00 -0.0911
N 1.70 0.76 0.28 -0.1547
O 2.16 -0.81 -0.09 -0.1379
O 2.86 1.50 0.45 -0.0270
H 0.11 0.78 -1.00 0.0607
H 1.70 0.27 -1.62 0.1058
H 1.33 2.08 -1.29 0.0919
H 2.49 -1.32 0.66 0.0543
H 3.02 1.53 1.40 0.1076
C -1.25 -1.26 0.66 -0.1170
O -1.79 -0.31 -0.25 -0.2869
N -3.21 -0.20 -0.06 0.0211
H -0.19 -1.32 0.42 0.0567
H -1.40 -0.94 1.69 0.0820
H -1.72 -2.24 0.52 0.0799
H -3.37 0.78 0.19 0.0774
H -3.62 -0.35 -0.98 0.0774
```


Molecular formula: C5H14NO2
Method: DFT, ωB97M-V with the def2-TZVPD basis set

Properties
energy relative to the best compared isomer or geometry (same formula, charge and spin): 408.07 kJ/mol
LUMO energy: -3.947 eV
orbital gap: 0.33903 hartree
largest force on an atom: 5.97 eV/Å
total charge: +1
HOMO: -13.173 eV

```
22
Properties=species:S:1:pos:R:3:lowdin_charge:R:1
C 1.24 0.64 -1.55 0.0784
C -3.56 -0.01 0.07 -0.1062
C 3.49 -0.94 0.93 0.0990
C -0.33 0.87 0.83 0.0215
C 1.72 0.29 -0.21 -0.3205
N -2.29 -0.64 -0.36 -0.0942
O 2.82 -0.39 -0.25 0.0318
O 0.97 0.23 0.85 0.0446
H 0.23 0.24 -1.74 0.1109
H 0.91 1.76 -1.68 0.1699
H 1.93 0.39 -2.23 0.0584
H -4.35 -0.66 -0.21 0.0818
H -3.47 -0.06 1.08 0.0491
H -3.53 0.92 -0.27 0.0457
H 4.03 -0.07 1.22 0.1145
H 4.02 -1.64 0.43 0.0740
H 2.65 -1.37 1.52 0.1305
H -0.10 1.82 0.97 0.0689
H -0.74 0.54 1.81 0.1349
H -0.88 0.41 0.01 0.0355
H -2.27 -1.52 0.12 0.0806
H -2.48 -0.83 -1.35 0.0909
```


Question: The lowest LUMO energy belongs to which entry?
Answer: C5H14NO2


Please write out number 2 again, unchanged.
Molecular formula: C5H10O2
Method: DFT, ωB97M-V with the def2-TZVPD basis set

Properties
energy relative to the best compared isomer or geometry (same formula, charge and spin): 329.93 kJ/mol
LUMO energy: 0.962 eV
SMILES: C=CCO.CC=O
orbital gap: 0.36044 hartree
largest force on an atom: 2.15 eV/Å
HOMO: -8.846 eV

```
17
Properties=species:S:1:pos:R:3:lowdin_charge:R:1
C 1.37 -1.05 -1.58 -0.0045
C 0.76 0.11 -1.38 -0.2318
C -0.71 0.25 -1.16 -0.2969
O -1.44 -0.78 -0.57 -0.0598
H 0.88 -2.02 -1.46 0.0756
H 2.40 -1.05 -1.88 0.0546
H 1.20 1.05 -1.70 0.1141
H -0.68 0.17 -2.27 0.1280
H -1.14 1.23 -0.91 0.1265
H -0.88 -1.32 0.00 0.0604
C -0.78 0.75 2.12 -0.0423
C 0.42 0.16 1.43 -0.3296
O 0.57 -1.02 1.26 0.0191
H -0.53 0.75 3.19 0.0903
H -1.67 0.12 1.96 0.0870
H -0.98 1.78 1.82 0.0809
H 1.22 0.88 1.14 0.1284
```


Question: The highest energy relative to the best compared isomer or geometry (same formula, charge and spin) belongs to which entry?
Answer: C2H10N2O3


Question: Look up the orbital gap of the fourth one.
Answer: 0.33903 hartree